1.
Molecular formula: C5H7ClN2
Method: DFT, ωB97M-V/def2-TZVPD

Last columns: bonded neighbours and bond lengths (Å).
Positions of all 15 atoms, in Å:
1 H -1.357 1.747 0.161  C2 1.081
2 C -0.582 1.155 -0.305  H1 1.081, C6 1.606, C10 1.333
3 H -0.315 -1.026 1.089  C4 1.115
4 C -0.114 -1.213 0.009  H3 1.115, C6 1.451, N9 1.419, H14 1.072
5 H 1.659 -0.526 1.635  C15 1.077
6 C -0.871 -0.326 -0.855  C2 1.606, C4 1.451, H11 1.110, H13 1.123
7 N 1.534 2.534 -0.225  H8 1.017, C10 1.236
8 H 2.361 2.404 0.353  N7 1.017
9 N 1.251 -0.968 -0.294  C4 1.419, C15 1.242
10 C 0.638 1.683 -0.202  C2 1.333, N7 1.236
11 H -1.973 -0.352 -0.722  C6 1.110
12 Cl 3.580 -0.041 0.189  C15 1.720
13 H -0.455 -0.371 -1.897  C6 1.123
14 H -0.440 -2.224 -0.135  C4 1.072
15 C 1.995 -0.559 0.612  H5 1.077, N9 1.242, Cl12 1.720

Properties
DFT total energy	-764.3304	a.u.
SMILES string	N=C=CCC/N=C/Cl
HOMO energy	-8.525	eV
relative energy (zero: lowest compared OMol25 entry of this formula, charge and spin)	64.0	kcal per mole
frontier orbital gap	0.3457	Ha

***

2.
Molecular formula: C5H7ClO
Method: DFT, ωB97M-V/def2-TZVPD

Last columns: bonded neighbours and bond lengths (Å).
Positions of all 14 atoms, in Å:
1 H 0.288 -0.385 -1.694  C14 1.078
2 H -0.840 -0.209 1.214  C11 1.079
3 O 0.181 2.113 0.480  C6 1.420, C8 1.429
4 H 1.453 0.700 1.541  C6 1.133
5 H -1.107 -2.667 0.612  C13 1.109
6 C 1.441 1.519 0.758  O3 1.420, H4 1.133, H7 1.115, C8 1.401
7 H 2.322 2.194 0.865  C6 1.115
8 C 0.823 1.262 -0.472  O3 1.429, C6 1.401, H10 1.084, C14 1.453
9 H -0.944 -2.222 -1.096  C13 1.060
10 H 1.154 1.805 -1.350  C8 1.084
11 C -0.608 -0.579 0.227  H2 1.079, C13 1.495, C14 1.324
12 Cl -3.066 -1.646 -0.248  C13 1.824
13 C -1.258 -1.872 -0.146  H5 1.109, H9 1.060, C11 1.495, Cl12 1.824
14 C 0.159 -0.012 -0.691  H1 1.078, C8 1.453, C11 1.324

Properties
DFT total energy	-730.0742	a.u.
SMILES string	ClC/C=C/[C@@H]1CO1
HOMO energy	-9.697	eV
relative energy (zero: lowest compared OMol25 entry of this formula, charge and spin)	37.4	kcal per mole
frontier orbital gap	0.3923	Ha

***

3.
Molecular formula: C5H7ClO
Method: DFT, ωB97M-V/def2-TZVPD

Last columns: bonded neighbours and bond lengths (Å).
Positions of all 14 atoms, in Å:
1 H 2.659 -1.175 1.697  C2 1.049
2 C 2.671 -1.299 0.656  H1 1.049, H8 1.118, C11 1.335
3 H -0.600 2.000 -0.289  C9 1.059
4 O -0.182 0.143 -0.701  C9 1.393, C14 1.318
5 H -3.069 1.422 0.248  C10 1.049
6 H -1.494 1.033 -1.689  C9 1.155
7 H 1.840 -1.065 -1.335  C11 1.064
8 H 3.238 -2.188 0.285  C2 1.118
9 C -1.145 1.144 -0.594  H3 1.059, O4 1.393, H6 1.155, C10 1.508
10 C -2.231 0.809 0.398  H5 1.049, C9 1.508, Cl12 1.793, H13 1.098
11 C 1.874 -0.818 -0.301  C2 1.335, H7 1.064, C14 1.467
12 Cl -2.588 -0.934 0.172  C10 1.793
13 H -1.889 0.685 1.434  C10 1.098
14 C 0.916 0.245 0.020  O4 1.318, C11 1.467

Properties
DFT total energy	-729.9944	a.u.
HOMO energy	-8.268	eV
relative energy (zero: lowest compared OMol25 entry of this formula, charge and spin)	87.5	kcal per mole
frontier orbital gap	0.3122	Ha